{
  "formula": "C6H13NSi",
  "method": "wB97M-V/def2-TZVPD",
  "smiles": "C=C[SiH](C=C)N(C)C",
  "energy_ev": -15797.673,
  "de_lowest_kcal_mol": 46.74,
  "homo_lumo_gap_ev": 9.25,
  "e_homo_ev": -8.22,
  "mol_weight_g_mol": 127.263,
  "species": ["C", "C", "C", "C", "C", "C", "N", "Si", "H", "H", "H", "H", "H", "H", "H", "H", "H", "H", "H", "H", "H"],
  "coordinates": [[-1.982, -1.138, -1.701], [0.872, -2.449, 1.752], [-0.748, -0.703, -1.860], [0.050, -1.589, 1.174], [-0.167, 2.133, -0.723], [0.884, 1.696, 1.264], [0.263, 1.067, 0.089], [0.479, -0.587, -0.440], [-2.590, -1.211, -2.532], [-2.436, -0.979, -0.754], [0.466, -3.141, 2.525], [1.810, -2.528, 1.549], [-0.224, -0.702, -2.778], [-0.933, -1.586, 1.429], [-0.483, 2.958, -0.163], [0.583, 2.472, -1.375], [-0.941, 1.700, -1.308], [0.150, 1.944, 2.113], [1.669, 0.941, 1.786], [1.311, 2.686, 0.864], [1.967, -0.985, -0.911]],
  "mulliken_charge": [-0.6219, -0.7042, -0.4491, -0.3392, -1.2754, -0.8851, 0.2481, 0.2701, 0.3436, 0.2437, 0.2104, 0.3546, 0.3559, 0.3663, 0.5391, 0.3479, 0.3602, 0.1918, 0.2552, 0.3758, -0.1879]
}